Below is 8 unconnected molecules or ions with the total composition C54H119F6N8P at a distorted geometry, with properties calculated with the ωB97M-V functional and the def2-TZVPD basis.

```
188
Properties=species:S:1:pos:R:3:lowdin_charge:R:1
C 3.55783 1.03013 -4.14959 -0.05
C 3.43401 2.21521 -5.14128 -0.14
N 4.64586 2.39403 -5.96751 -0.05
C 5.11581 1.44189 -6.88229 0.00
C 6.28780 1.87635 -7.36950 0.02
N 6.66155 2.98913 -6.63174 -0.08
C 5.62109 3.32366 -5.88054 -0.01
C 7.94346 3.69458 -6.70203 0.04
H 3.70395 1.46894 -3.15899 0.06
H 4.41589 0.38239 -4.29946 0.08
H 2.57555 0.56107 -4.11876 0.07
H 3.31965 3.13666 -4.57586 0.11
H 2.62921 2.10310 -5.86360 0.12
H 4.51100 0.56365 -7.02836 0.14
H 7.02667 1.49085 -8.05422 0.16
H 5.63440 4.22135 -5.28250 0.17
H 8.70086 3.06876 -6.23667 0.11
H 7.88607 4.63147 -6.15118 0.11
H 8.20789 3.95616 -7.72366 0.12
C -0.36151 2.15574 5.31454 -0.08
C -1.71573 2.68531 4.80701 -0.21
C -2.70446 1.54338 4.64106 -0.12
N -3.88765 1.91538 3.76844 -0.25
C -4.59123 3.18668 4.18989 0.05
C -4.94195 0.81780 3.82219 -0.09
C -4.46271 -0.21440 2.83235 -0.15
C -4.00060 0.62056 1.62686 -0.13
C -3.50276 1.92934 2.28204 -0.07
H -0.33385 1.33318 6.03148 0.07
H 0.20161 2.95971 5.78892 0.09
H 0.21945 1.81740 4.45373 0.05
H -1.52723 3.21394 3.86965 0.11
H -2.08414 3.47788 5.45823 0.12
H -3.05961 1.09280 5.57085 0.15
H -2.28883 0.64298 4.18041 0.12
H -5.45877 3.36198 3.56367 0.12
H -3.86741 3.99452 4.12782 0.10
H -4.88214 3.03297 5.22751 0.13
H -5.89045 1.24333 3.49936 0.15
H -5.06805 0.52399 4.86272 0.15
H -5.24622 -0.93267 2.58958 0.12
H -3.63555 -0.83429 3.18518 0.11
H -4.74869 0.90292 0.88308 0.12
H -3.22768 0.14637 1.02167 0.08
H -3.81336 2.85308 1.80385 0.13
H -2.41257 1.89028 2.25250 0.11
C 0.88335 -1.05103 3.43607 -0.08
C 1.77706 -1.60472 4.55327 -0.22
C 1.04973 -2.11776 5.80246 -0.12
N 1.99640 -2.23511 6.98530 -0.27
C 3.21798 -3.08149 6.65299 0.06
C 1.20834 -2.89330 8.14704 -0.08
C 1.80717 -2.43517 9.47579 -0.11
C 2.44786 -1.08063 9.12415 -0.12
C 2.35830 -0.89749 7.61095 -0.10
H 0.11945 -1.75434 3.09385 0.07
H 1.39559 -0.67069 2.55487 0.07
H 0.30897 -0.23649 3.88395 0.04
H 2.47218 -0.80250 4.81577 0.12
H 2.44231 -2.38266 4.17249 0.10
H 0.50383 -3.06287 5.77602 0.14
H 0.24365 -1.44639 6.11278 0.12
H 3.79099 -2.52334 5.92351 0.10
H 2.80842 -3.99339 6.22769 0.12
H 3.72855 -3.22910 7.59900 0.12
H 1.24393 -3.97291 8.01781 0.14
H 0.20469 -2.48842 8.02228 0.13
H 2.61437 -3.11842 9.73638 0.12
H 1.08485 -2.43186 10.28547 0.14
H 3.49104 -1.08798 9.43230 0.13
H 1.95762 -0.21499 9.56518 0.13
H 3.27668 -0.49906 7.18359 0.14
H 1.54819 -0.21583 7.35275 0.12
C -4.54352 3.59947 -2.63264 -0.07
C -3.37787 2.87985 -3.29887 -0.23
C -3.61299 2.61360 -4.79525 -0.11
N -2.48812 1.90474 -5.49114 -0.25
C -1.13017 2.52467 -5.17677 0.03
C -2.39211 0.42712 -5.10478 -0.09
C -3.33481 -0.31780 -6.03139 -0.14
C -3.60852 0.64617 -7.19455 -0.13
C -2.66131 1.82702 -7.00333 -0.08
H -4.65115 4.59113 -3.06493 0.09
H -4.39226 3.57634 -1.55491 0.07
H -5.49131 3.08340 -2.81238 0.08
H -2.89372 2.01609 -2.84107 0.09
H -2.60436 3.65741 -3.22704 0.09
H -3.81147 3.55259 -5.31640 0.15
H -4.54027 2.05901 -4.95477 0.14
H -0.47186 2.14837 -5.95292 0.09
H -0.84300 2.17074 -4.19050 0.09
H -1.21569 3.60372 -5.27251 0.12
H -1.37530 0.12523 -5.35252 0.13
H -2.54615 0.30240 -4.03586 0.12
H -2.97050 -1.30335 -6.32282 0.13
H -4.33022 -0.58764 -5.67310 0.11
H -3.53437 0.25858 -8.20975 0.14
H -4.63402 1.01607 -7.14914 0.12
H -1.67386 1.59501 -7.39963 0.13
H -2.97402 2.77279 -7.43910 0.15
C -5.10403 -2.19893 -3.12232 -0.06
C -4.45391 -2.44751 -1.75110 -0.23
C -3.98931 -3.87339 -1.50043 -0.10
N -3.39521 -4.08182 -0.09969 -0.24
C -2.08989 -3.35629 0.11703 0.01
C -3.23616 -5.59164 0.24074 -0.06
C -3.96467 -5.85545 1.54320 -0.13
C -4.27272 -4.50616 2.17437 -0.15
C -4.42447 -3.61042 0.96271 -0.10
H -4.32722 -2.38098 -3.86713 0.07
H -5.45604 -1.17340 -3.19163 0.08
H -5.92003 -2.90296 -3.27042 0.09
H -5.17453 -2.18174 -0.97019 0.11
H -3.65459 -1.73852 -1.52963 0.08
H -3.14826 -4.21326 -2.10946 0.14
H -4.77286 -4.62240 -1.60386 0.14
H -2.26842 -2.28597 0.15550 0.06
H -1.49052 -3.59557 -0.75676 0.10
H -1.65837 -3.63503 1.07490 0.11
H -2.16879 -5.78713 0.22801 0.13
H -3.74626 -6.08931 -0.58025 0.13
H -3.33991 -6.37583 2.27213 0.13
H -4.86251 -6.45802 1.43119 0.14
H -3.54802 -4.07029 2.86880 0.11
H -5.17458 -4.50743 2.78782 0.13
H -4.12619 -2.58358 1.16131 0.10
H -5.42361 -3.75228 0.55696 0.15
C 4.67370 -0.84012 -0.16491 -0.08
C 4.01653 -2.05125 -0.79105 -0.22
C 3.73446 -3.17004 0.24461 -0.09
N 3.29189 -4.46039 -0.45011 -0.27
C 2.07394 -4.27877 -1.30376 0.02
C 4.39630 -5.01415 -1.33368 -0.11
C 4.18572 -6.49963 -1.43869 -0.11
C 3.59993 -6.86356 -0.04469 -0.11
C 3.06733 -5.55974 0.55095 -0.11
H 4.61260 -0.05734 -0.92867 0.07
H 5.74397 -0.98034 -0.02577 0.09
H 4.15812 -0.44985 0.71112 0.07
H 4.69283 -2.46252 -1.54184 0.11
H 3.10490 -1.80231 -1.33493 0.10
H 2.91511 -2.95290 0.92712 0.13
H 4.64762 -3.45149 0.76328 0.14
H 2.25863 -3.58978 -2.12112 0.10
H 1.36217 -3.78173 -0.63769 0.09
H 1.56985 -5.17471 -1.65516 0.12
H 4.39902 -4.50619 -2.29600 0.13
H 5.32462 -4.74162 -0.82738 0.15
H 3.38008 -6.75788 -2.12442 0.12
H 5.04657 -7.13661 -1.61258 0.14
H 2.78675 -7.55954 -0.23566 0.12
H 4.33506 -7.31476 0.61692 0.13
H 1.99681 -5.62762 0.75648 0.13
H 3.49018 -5.28152 1.51555 0.13
C -1.47692 6.59323 -1.94129 -0.06
C -0.65900 5.35591 -1.49920 -0.22
C 0.71311 5.70907 -0.87666 -0.11
N 1.43506 4.53244 -0.29502 -0.25
C 1.71876 3.50632 -1.35141 0.02
C 0.70861 3.94968 0.90044 -0.10
C 1.74605 3.36876 1.84025 -0.14
C 3.10736 3.84547 1.33634 -0.13
C 2.75469 4.93001 0.33604 -0.09
H -2.48254 6.42877 -1.55935 0.08
H -1.40583 6.76445 -3.01007 0.08
H -1.16806 7.51575 -1.44520 0.09
H -0.42999 4.76320 -2.38755 0.08
H -1.25137 4.73970 -0.82395 0.10
H 0.50973 6.40151 -0.06053 0.14
H 1.38925 6.14349 -1.61062 0.15
H 0.77003 3.14352 -1.74306 0.08
H 2.20479 2.65436 -0.88582 0.10
H 2.24344 3.98381 -2.17476 0.11
H -0.02042 3.19031 0.60843 0.11
H 0.08419 4.72853 1.33658 0.14
H 1.67655 2.29150 1.96418 0.10
H 1.58392 3.86853 2.79886 0.12
H 3.58844 3.01189 0.81645 0.11
H 3.79058 4.15304 2.12203 0.13
H 3.52831 5.12309 -0.40456 0.15
H 2.60179 5.86651 0.87706 0.15
P -0.48802 0.06090 -0.85829 0.20
F -1.17427 1.54473 -0.91036 -0.18
F -1.01166 -0.14907 0.71042 -0.20
F -1.86940 -0.50478 -1.38965 -0.14
F 0.13334 -1.43372 -0.97201 -0.16
F 0.18797 0.43746 -2.29688 -0.17
F 0.82294 0.59899 -0.07296 -0.17
```

Calculated values
Net charge: +6
HOMO-LUMO gap (eV): 10.2
Max |F| (eV Å⁻¹): 2.19
Multiplicity: 1